# 1
One molecule with the formula C2H7N3OS, computed with ωB97M-V/def2-TZVPD.

Relative energy (zero: lowest compared OMol25 entry of this formula, charge and spin) in kcal per mole: 68.8
Lowest unoccupied orbital energy in Eh: 0.0224
DFT total energy in hartree: -717.96631
Frontier orbital gap in eV: 8.741
SMILES string: CN/C(=N/S)NO
HOMO energy in Eh: -0.2988

Positions of all 14 atoms, in Å:
C  -1.20  -1.59  0.19
N  -0.89  -0.12  -0.24
C  0.42  0.33  0.03
N  1.41  -0.55  0.09
S  2.94  0.19  0.11
N  0.46  1.67  0.27
O  -0.78  2.30  0.12
H  -1.15  -1.69  1.39
H  -2.23  -1.85  -0.15
H  -0.48  -2.39  -0.27
H  -1.60  0.40  0.24
H  3.37  -0.68  -0.85
H  1.17  2.23  -0.27
H  -1.42  1.77  -0.67

Results of the Mulliken charge analysis, in e, for atoms 1 through 5: -0.80 -0.46 0.57 -0.46 -0.27

***

# 2
One molecule with the formula C16H18N4OS, computed with ωB97M-V/def2-TZVPD.

Relative energy (zero: lowest compared OMol25 entry of this formula, charge and spin) in kcal per mole: 12.2
Lowest unoccupied orbital energy in Eh: 0.0227
DFT total energy in hartree: -1312.96744
Frontier orbital gap in eV: 8.603
SMILES string: Cc1cccc(NCC(=O)NNC(=S)Nc2ccccc2)c1
HOMO energy in Eh: -0.2934

Positions of all 40 atoms, in Å:
C  1.09  -3.08  -0.47
C  -0.34  -2.89  -0.89
C  -1.31  -3.80  -0.52
C  -2.63  -3.60  -0.89
C  -2.99  -2.47  -1.60
C  -2.03  -1.53  -1.96
N  -2.43  -0.35  -2.58
C  -1.49  0.56  -3.18
C  -0.57  1.18  -2.14
O  0.55  1.59  -2.37
N  -1.14  1.28  -0.91
N  -0.33  1.58  0.18
C  -0.45  0.85  1.31
S  -1.83  -0.02  1.62
N  0.52  0.95  2.25
C  1.84  1.41  2.12
C  2.44  2.01  3.22
C  3.75  2.45  3.15
C  4.47  2.29  1.98
C  3.88  1.67  0.89
C  2.58  1.22  0.96
C  -0.70  -1.76  -1.61
H  1.36  -4.14  -0.50
H  1.23  -2.73  0.55
H  1.77  -2.53  -1.11
H  -1.04  -4.68  0.05
H  -3.39  -4.31  -0.61
H  -4.02  -2.31  -1.88
H  -3.33  -0.42  -3.05
H  -0.85  0.09  -3.94
H  -2.04  1.37  -3.66
H  -1.96  0.74  -0.65
H  0.55  2.00  -0.10
H  0.23  0.65  3.18
H  1.88  2.13  4.14
H  4.20  2.92  4.01
H  5.49  2.64  1.92
H  4.44  1.52  -0.02
H  2.16  0.69  0.12
H  0.07  -1.07  -1.90

Results of the Mulliken charge analysis, in e, for atoms 1 through 5: -1.62 0.45 -0.67 -0.64 -0.78

***

# 3
One molecule with the formula C4H4O2, computed with ωB97M-V/def2-TZVPD.

Relative energy (zero: lowest compared OMol25 entry of this formula, charge and spin) in kcal per mole: 37.7
Lowest unoccupied orbital energy in Eh: 0.0245
DFT total energy in hartree: -305.21930
Frontier orbital gap in eV: 11.310
SMILES string: C#CC(=O)OC
HOMO energy in Eh: -0.3911

Positions of all 10 atoms, in Å:
C  2.82  -0.31  -0.52
C  1.73  0.12  -0.24
C  0.38  0.27  0.29
O  0.13  0.05  1.45
O  -0.54  0.55  -0.65
C  -1.85  0.08  -0.28
H  3.78  -0.68  -0.78
H  -2.54  0.46  -1.03
H  -1.82  -1.02  -0.32
H  -2.12  0.39  0.72

Results of the Mulliken charge analysis, in e, for atoms 1 through 5: 0.02 -0.26 0.43 -0.49 -0.31

***

# 4
C20H23DyN3O3 as an isolated structure, computed with ωB97M-V/def2-TZVPD.

Expectation value of S²: 9.340
Lowest unoccupied orbital energy (spin up / spin down) in Eh: -0.1036 / -0.1023
DFT total energy in hartree: -2050.90879
Net charge: +1
Frontier orbital gap (spin up / spin down) in eV: 8.006 / 8.066
HOMO energy (spin up / spin down) in Eh: -0.3978 / -0.3987
Multiplicity: 6

Positions of all 50 atoms, in Å:
Dy  0.20  -0.02  -0.09
O  -0.49  1.69  -1.08
C  -1.58  1.67  -1.84
C  -1.68  2.56  -2.92
C  -2.75  2.49  -3.78
C  -3.77  1.55  -3.59
C  -3.70  0.72  -2.51
C  -2.63  0.75  -1.59
C  -2.81  -0.06  -0.39
N  -2.06  -0.08  0.65
C  -2.43  -0.96  1.77
C  -1.18  -1.31  2.59
N  -0.12  -1.65  1.65
C  0.26  -2.86  1.48
C  1.13  -3.33  0.39
C  1.93  -4.45  0.67
C  2.78  -4.97  -0.28
C  2.80  -4.40  -1.55
C  1.99  -3.33  -1.87
C  1.14  -2.78  -0.91
O  0.36  -1.74  -1.25
H  -0.88  3.27  -3.06
H  -2.79  3.17  -4.63
H  -4.61  1.50  -4.27
H  -4.51  0.02  -2.32
H  -3.70  -0.69  -0.41
H  -3.15  -0.45  2.41
H  -2.90  -1.87  1.40
H  -0.87  -0.44  3.17
H  -1.40  -2.12  3.28
H  -0.08  -3.63  2.18
H  1.87  -4.89  1.65
H  3.40  -5.83  -0.04
H  3.45  -4.82  -2.31
H  1.99  -2.91  -2.87
C  5.85  0.05  -1.03
N  4.59  -0.14  -0.29
C  4.50  -1.16  0.75
C  3.49  0.52  -0.61
C  3.44  1.52  -1.72
O  2.42  0.28  0.02
H  6.60  -0.58  -0.57
H  6.18  1.08  -0.98
H  5.73  -0.25  -2.07
H  5.49  -1.59  0.89
H  3.81  -1.95  0.46
H  4.17  -0.72  1.68
H  4.41  1.80  -2.12
H  2.92  2.41  -1.36
H  2.84  1.10  -2.52

Results of the Mulliken charge analysis, in e, for atoms 1 through 5: 0.89 -0.72 0.97 -0.69 -0.31

***

The highest DFT total energy belongs to which entry?
C4H4O2

***

Copy entry 2 word for word.
One molecule with the formula C16H18N4OS, computed with ωB97M-V/def2-TZVPD.

Relative energy (zero: lowest compared OMol25 entry of this formula, charge and spin) in kcal per mole: 12.2
Lowest unoccupied orbital energy in Eh: 0.0227
DFT total energy in hartree: -1312.96744
Frontier orbital gap in eV: 8.603
SMILES string: Cc1cccc(NCC(=O)NNC(=S)Nc2ccccc2)c1
HOMO energy in Eh: -0.2934

Positions of all 40 atoms, in Å:
C  1.09  -3.08  -0.47
C  -0.34  -2.89  -0.89
C  -1.31  -3.80  -0.52
C  -2.63  -3.60  -0.89
C  -2.99  -2.47  -1.60
C  -2.03  -1.53  -1.96
N  -2.43  -0.35  -2.58
C  -1.49  0.56  -3.18
C  -0.57  1.18  -2.14
O  0.55  1.59  -2.37
N  -1.14  1.28  -0.91
N  -0.33  1.58  0.18
C  -0.45  0.85  1.31
S  -1.83  -0.02  1.62
N  0.52  0.95  2.25
C  1.84  1.41  2.12
C  2.44  2.01  3.22
C  3.75  2.45  3.15
C  4.47  2.29  1.98
C  3.88  1.67  0.89
C  2.58  1.22  0.96
C  -0.70  -1.76  -1.61
H  1.36  -4.14  -0.50
H  1.23  -2.73  0.55
H  1.77  -2.53  -1.11
H  -1.04  -4.68  0.05
H  -3.39  -4.31  -0.61
H  -4.02  -2.31  -1.88
H  -3.33  -0.42  -3.05
H  -0.85  0.09  -3.94
H  -2.04  1.37  -3.66
H  -1.96  0.74  -0.65
H  0.55  2.00  -0.10
H  0.23  0.65  3.18
H  1.88  2.13  4.14
H  4.20  2.92  4.01
H  5.49  2.64  1.92
H  4.44  1.52  -0.02
H  2.16  0.69  0.12
H  0.07  -1.07  -1.90

Results of the Mulliken charge analysis, in e, for atoms 1 through 5: -1.62 0.45 -0.67 -0.64 -0.78

***

What is the formula in the third record?
C4H4O2

***

Repeat the third record exactly.
One molecule with the formula C4H4O2, computed with ωB97M-V/def2-TZVPD.

Relative energy (zero: lowest compared OMol25 entry of this formula, charge and spin) in kcal per mole: 37.7
Lowest unoccupied orbital energy in Eh: 0.0245
DFT total energy in hartree: -305.21930
Frontier orbital gap in eV: 11.310
SMILES string: C#CC(=O)OC
HOMO energy in Eh: -0.3911

Positions of all 10 atoms, in Å:
C  2.82  -0.31  -0.52
C  1.73  0.12  -0.24
C  0.38  0.27  0.29
O  0.13  0.05  1.45
O  -0.54  0.55  -0.65
C  -1.85  0.08  -0.28
H  3.78  -0.68  -0.78
H  -2.54  0.46  -1.03
H  -1.82  -1.02  -0.32
H  -2.12  0.39  0.72

Results of the Mulliken charge analysis, in e, for atoms 1 through 5: 0.02 -0.26 0.43 -0.49 -0.31